1.
{
  "formula": "F8N4Na3O16S8",
  "method": "ωB97M-V/def2-TZVPD",
  "species": ["Na", "Na", "Na", "N", "S", "O", "O", "F", "S", "O", "O", "F", "N", "S", "O", "O", "F", "S", "O", "O", "F", "N", "S", "O", "O", "F", "S", "O", "O", "F", "N", "S", "O", "O", "F", "S", "O", "O", "F"],
  "coordinates": [[-0.08583, -0.19729, -0.07984], [0.26446, 1.81496, 1.78543], [0.80443, 0.28173, -2.88841], [-1.59924, 0.14977, 1.69495], [-1.53503, -1.28036, 2.60026], [-2.49500, -2.25373, 2.27282], [-1.14752, -1.02463, 3.91756], [-0.19985, -1.83870, 1.93808], [-3.13436, 0.53246, 2.01262], [-3.52878, 0.35974, 3.35985], [-4.05779, 0.25311, 0.99258], [-2.91840, 2.12490, 1.88655], [0.30986, -1.80958, -1.81076], [1.22694, -3.11532, -1.25814], [1.93605, -3.77456, -2.28789], [0.64286, -3.87761, -0.23188], [2.31248, -2.16650, -0.62674], [-0.96306, -2.62214, -2.36896], [-1.91309, -3.00922, -1.39569], [-0.72510, -3.44544, -3.50296], [-1.62058, -1.28022, -3.03235], [-0.40905, 1.79950, -1.40768], [0.18871, 3.35035, -1.57959], [0.05579, 4.15226, -0.42749], [-0.03575, 3.86994, -2.88273], [1.69904, 2.90914, -1.60520], [-1.96451, 2.11670, -1.72910], [-2.32257, 2.02825, -3.09803], [-2.55333, 3.11748, -0.91815], [-2.49215, 0.75867, -1.13106], [2.00854, 0.46828, 1.03803], [3.33156, 0.66977, 0.19129], [4.22705, -0.40099, 0.24304], [3.85544, 1.97992, 0.13746], [2.59267, 0.53578, -1.26451], [2.62286, -0.22657, 2.45471], [3.74560, 0.42135, 3.02025], [2.48872, -1.62155, 2.58963], [1.38797, 0.25040, 3.39207]],
  "atomic_forces_ev_per_a": [[-0.2859, -0.7265, -0.0139], [-0.4656, 0.4549, 0.3744], [-0.0217, -0.0941, -0.1619], [-0.6387, -2.1004, 1.3912], [2.1128, -0.0587, -1.1252], [-0.9069, -0.1589, -0.2982], [0.2470, 0.2490, 1.6458], [0.0391, 0.3710, -0.5576], [-0.6665, 3.1136, -0.7348], [0.1266, -0.3751, 0.7089], [-0.4566, -0.5885, -0.7789], [0.2181, -0.2534, 0.0114], [0.4991, -2.5020, 0.6110], [2.1248, 1.5845, -0.3732], [0.0047, -0.1806, -0.6067], [-0.6024, 0.0000, 0.6670], [-0.0890, -0.1127, 0.5138], [-2.6313, 1.9216, -1.8203], [0.0967, -0.1476, 0.4085], [0.4133, -0.1875, 0.2321], [0.3252, -0.2554, 0.1784], [0.3159, 2.3885, -0.2225], [1.7296, -1.0776, -0.6498], [-0.0229, 0.2576, 0.8287], [-0.2603, 0.1759, 0.1428], [0.1228, 0.0727, 0.0858], [-2.7566, -2.2774, 0.0120], [0.4981, 0.1363, -0.4249], [0.4228, 0.5140, 0.1179], [0.2299, -0.1443, 0.0117], [1.0216, -0.8274, 2.1186], [-0.0145, 1.4852, -2.3837], [0.8640, -1.4900, 0.2023], [-0.2468, 0.6695, 0.2859], [-0.0651, -0.2420, 0.0087], [-2.0172, -0.5176, 1.8634], [0.3442, 0.7147, -0.5515], [0.2998, -0.5230, -1.0312], [0.0919, 0.7316, -0.6860]],
  "lowdin_charge": [0.26, 0.56, 0.58, -0.31, 0.51, -0.21, -0.23, -0.17, 0.47, -0.25, -0.23, -0.20, -0.34, 0.51, -0.24, -0.21, -0.17, 0.50, -0.22, -0.24, -0.21, -0.31, 0.51, -0.23, -0.23, -0.17, 0.47, -0.23, -0.23, -0.16, -0.32, 0.48, -0.22, -0.23, -0.22, 0.56, -0.23, -0.21, -0.19],
  "e_lumo_ev": 1.22,
  "charge": -1,
  "e_above_lowest_ev": 0.0000,
  "homo_ha": -0.3069,
  "orbital_gap_ev": 9.6
}

2.
{
  "formula": "C5H10N5",
  "method": "ωB97M-V/def2-TZVPD",
  "species": ["C", "C", "C", "C", "C", "N", "N", "N", "N", "N", "H", "H", "H", "H", "H", "H", "H", "H", "H", "H"],
  "coordinates": [[-0.27252, -1.41455, -0.17555], [1.00304, -1.09956, 0.24864], [2.03009, 1.51671, 0.16897], [-0.35648, 0.74380, -0.16532], [-2.52526, -0.35628, -0.26630], [0.92642, 0.46949, 0.08328], [-1.10216, -0.36803, -0.27824], [2.14587, -1.91747, 0.21401], [-0.79548, 2.01562, -0.37690], [2.83233, 1.82563, -0.85863], [-0.62770, -2.52959, -0.05432], [-2.91264, -1.31359, 0.00151], [-2.99279, 0.37023, 0.35432], [-3.03341, -0.13206, -1.16542], [1.89054, -2.94468, 0.27704], [2.82296, -1.61143, -0.49909], [-0.22160, 2.70502, 0.12988], [-1.78046, 2.24161, -0.54585], [2.82357, 2.81304, -0.84519], [3.43455, 1.28949, -1.55660]],
  "atomic_forces_ev_per_a": [[1.4516, -5.2444, 2.5220], [-1.8639, 2.0123, -3.3585], [-2.5617, 1.7527, -0.7142], [0.0988, 1.4275, -0.3434], [-1.2528, -0.4564, -0.0516], [3.3168, -4.0986, 0.1636], [0.2255, 2.2578, 0.0377], [-0.5460, 0.4168, 0.6130], [0.2724, 0.1723, 0.6440], [-0.4010, -3.2237, 0.5321], [0.3386, 2.5906, -0.7277], [0.0304, -0.6992, 0.4634], [0.3430, 0.6027, 1.3476], [0.2694, 0.0985, -1.8139], [0.7727, 1.9748, -0.3463], [-0.5328, -0.9109, 0.5213], [-0.6003, -0.2403, -0.4990], [0.7809, -0.3736, 0.2872], [1.5885, 1.2017, 0.0337], [-1.7301, 0.7394, 0.6889]],
  "lowdin_charge": [-0.05, -0.18, 0.02, -0.35, 0.00, 0.06, -0.06, 0.08, 0.20, 0.10, 0.18, 0.10, 0.10, 0.09, 0.14, 0.10, 0.12, 0.13, 0.08, 0.16],
  "e_lumo_ev": -3.96,
  "charge": 1,
  "e_above_lowest_ev": 3.4277,
  "homo_ha": -0.4397,
  "orbital_gap_ev": 8.0
}

3.
{
  "formula": "C12H34AsF6N3O4Pb",
  "method": "ωB97M-V/def2-TZVPD",
  "species": ["Pb", "O", "H", "As", "F", "F", "F", "F", "F", "F", "C", "C", "C", "O", "C", "N", "H", "H", "H", "H", "H", "H", "H", "H", "H", "H", "H", "C", "C", "C", "O", "C", "N", "H", "H", "H", "H", "H", "H", "H", "H", "H", "H", "H", "C", "C", "C", "O", "C", "N", "H", "H", "H", "H", "H", "H", "H", "H", "H", "H", "H"],
  "coordinates": [[8.05394, 21.50610, 8.65047], [10.16986, 20.28450, 9.13109], [10.38225, 19.67346, 8.39894], [4.09189, 22.69446, 9.27965], [3.61358, 21.07516, 8.71404], [4.28427, 22.06878, 10.94593], [4.77360, 24.31224, 9.86964], [4.09166, 23.38371, 7.56708], [2.42700, 23.26994, 9.60721], [5.84322, 22.12063, 9.09223], [5.55110, 18.60542, 9.40961], [6.99329, 18.37348, 8.94337], [7.26200, 18.65517, 7.48986], [6.77102, 20.01899, 7.17092], [5.80906, 20.10890, 6.16979], [7.87319, 19.07568, 9.86451], [4.91304, 18.44116, 8.54128], [5.35482, 19.64135, 9.68608], [5.40460, 17.97494, 10.28661], [7.19929, 17.30388, 8.98358], [6.96677, 17.88766, 6.77442], [8.35173, 18.65052, 7.51372], [6.06962, 19.73049, 5.18135], [5.36664, 21.09101, 6.00299], [4.91524, 19.53665, 6.41822], [8.86314, 18.98277, 9.68708], [7.70323, 18.58743, 10.73217], [7.14960, 24.83853, 4.95575], [7.36554, 23.44632, 5.60400], [8.86352, 22.96768, 5.55493], [8.88381, 21.59061, 6.05694], [10.03712, 20.89937, 5.67872], [6.87343, 23.50438, 6.96132], [7.42408, 25.60532, 5.68017], [6.06391, 24.79601, 4.86870], [7.62662, 25.00822, 3.99047], [6.82645, 22.65875, 5.07748], [9.44845, 23.50638, 6.30043], [9.22464, 22.98615, 4.52665], [10.93319, 21.25399, 6.18804], [10.22946, 20.89519, 4.60583], [10.01533, 19.84138, 5.94004], [5.88069, 23.32016, 6.93605], [6.79521, 24.48369, 7.19574], [9.94031, 25.25566, 10.63858], [9.40698, 23.85937, 10.25550], [8.13977, 23.51582, 11.11425], [7.89572, 22.09752, 11.16407], [7.19111, 21.65746, 12.30349], [9.05352, 23.91025, 8.83966], [10.43303, 25.33094, 11.60794], [9.24024, 26.08068, 10.50696], [10.67672, 25.38858, 9.84603], [10.19099, 23.11228, 10.37912], [7.22954, 24.04133, 10.82541], [8.28628, 24.00284, 12.07833], [7.52043, 21.96282, 13.29667], [7.31865, 20.57623, 12.35621], [6.15735, 21.97607, 12.16959], [8.30570, 24.57818, 8.71827], [9.80965, 24.38725, 8.36974]],
  "atomic_forces_ev_per_a": [[0.4968, -0.2537, 0.2900], [0.2250, -0.3271, -0.7754], [0.1559, 0.4760, 0.3817], [-0.9140, 1.3286, 1.1340], [-0.6886, -1.5217, -0.6319], [-0.1659, -0.5175, 1.2877], [0.5728, 0.8410, 0.2848], [0.0868, 0.4154, -1.8001], [-0.8652, 0.0423, 0.0948], [1.5935, -0.5815, -0.1971], [0.6386, 0.2385, -0.6505], [-1.0349, -0.7882, 0.1469], [0.2601, 1.8571, 0.4825], [0.7402, -1.6547, -0.4143], [-1.9101, -0.5804, -0.7637], [-0.7012, -0.4445, 0.2075], [-0.5292, -0.5448, 0.4752], [0.2406, 0.0589, 0.0201], [-0.6088, -0.1263, -0.2110], [-0.0299, -0.5573, 0.1634], [-0.6088, 0.2451, 0.1160], [0.3574, 0.4521, -0.8642], [0.8963, -0.0688, -0.0931], [0.7089, 0.4211, 0.6265], [-0.1078, -0.2717, 0.4139], [0.6276, 0.2862, -0.3277], [-0.0271, 0.4488, 0.5956], [-0.3985, -1.3256, 0.1662], [1.9655, 0.1368, -0.5116], [-1.5549, -0.8654, 1.1933], [-0.2117, 0.5955, -1.0943], [0.9537, -0.5371, 0.0547], [-0.1215, 0.0487, -0.4371], [0.1057, 0.1317, -0.1968], [-0.0663, 0.8448, -0.3421], [-0.0276, -0.0412, -0.0041], [-0.1336, 0.1266, -0.2375], [0.3373, 0.5443, -0.5286], [0.2989, 0.1490, 0.0656], [0.1133, 0.4179, 0.0747], [-0.1938, 0.3871, -0.3072], [-0.6878, -0.0013, 0.3006], [-0.7043, -0.7121, 0.4040], [0.3643, 0.3272, 0.5380], [0.6345, -0.5076, -0.5349], [-1.5833, 0.9743, 1.0435], [0.4789, 0.0272, 0.0251], [1.5633, 1.3539, 0.6801], [-0.9505, -0.5118, -0.0260], [0.3824, 0.4896, -0.0269], [-0.0943, -0.1103, 0.0256], [-0.4030, -0.2555, 0.1710], [0.5309, 0.5438, 0.3082], [-0.1115, -0.1497, 0.2028], [-0.2091, -0.0557, -0.9840], [0.4410, -0.7844, 0.6644], [0.7058, 0.8479, -0.1698], [-0.4234, -0.0612, -0.4463], [-0.2685, -0.4401, 0.1959], [-0.6331, -0.1581, 0.1334], [0.4925, -0.3018, -0.3919]],
  "lowdin_charge": [1.58, -0.55, -0.10, 0.90, -0.36, -0.37, -0.42, -0.42, -0.38, -0.50, -0.03, -0.46, -0.14, -0.35, -0.12, -0.01, 0.08, 0.06, 0.08, 0.13, 0.13, 0.10, 0.09, 0.09, 0.09, 0.02, 0.09, -0.05, -0.41, -0.13, -0.31, -0.14, 0.01, 0.07, 0.08, 0.07, 0.13, 0.10, 0.12, 0.09, 0.08, 0.08, 0.03, 0.07, -0.06, -0.40, -0.18, -0.32, -0.09, -0.05, 0.08, 0.08, 0.07, 0.14, 0.12, 0.12, 0.08, 0.08, 0.08, 0.08, 0.07],
  "e_lumo_ev": [2.36, 2.34],
  "charge": -1,
  "homo_ha": [-0.0168, -0.1869],
  "orbital_gap_ev": [2.8, 7.4],
  "s_squared": 0.752,
  "spin_multiplicity": 2
}